ORCA calculation (ωB97M-V/def2-TZVPD) on 13 unconnected molecules or ions with the total composition C33H47N14O2 in a non-equilibrium geometry.

## Properties
HOMO-LUMO gap in eV: 8.2
Net charge: +1
HOMO energy in eV: -12.16
Maximum force in eV/Å: 1.3
Spin multiplicity: 1

Last column: Mulliken charge in e.
Geometry (Å):
1 N -7.4382 0.3880 1.2505  -0.363
2 H 3.2511 -0.3446 -1.7032  0.251
3 N -10.9078 -4.4209 2.0421  -0.344
4 H 2.9673 2.2624 -1.9141  0.363
5 H 8.0954 1.0944 5.0233  0.293
6 N 10.2298 -0.8599 5.6192  -0.398
7 H -14.1035 -6.5155 2.1056  0.264
8 C -2.1020 4.8384 -4.2597  0.304
9 H -0.3966 0.5575 -3.8392  0.800
10 N 6.6476 0.7235 2.2245  -0.438
11 H 2.7852 -2.3898 5.4969  0.348
12 H 11.6089 1.7209 6.8068  0.277
13 H 12.9144 0.6479 6.3075  0.311
14 N 1.3232 0.0603 0.4112  -0.645
15 H -1.0787 3.7842 -2.7556  -0.217
16 N 4.5503 -2.6852 2.8933  -0.487
17 H -5.6239 2.8750 0.5241  0.228
18 H 6.6368 0.1577 5.3213  0.192
19 C 3.7810 -2.2840 3.6447  0.444
20 C 11.9471 1.0533 6.0161  -0.864
21 H -2.4936 7.3451 0.5513  0.288
22 H 7.4786 -4.2624 6.3496  0.323
23 C -3.9855 -1.5809 -6.2383  -0.983
24 C -1.6408 4.7048 -2.8873  0.141
25 N -1.7671 -0.3323 -5.6958  -0.377
26 O 0.6376 2.7516 -1.5002  -0.500
27 H -9.1089 -1.9172 1.3290  0.264
28 C 3.4758 0.3752 -5.6608  -0.917
29 C -13.4289 -8.4239 1.5202  0.299
30 H 12.0867 1.6428 5.1116  0.275
31 H -4.7733 1.9946 1.7824  0.255
32 C 3.3984 0.9141 1.2476  -1.117
33 H 4.3441 -0.2188 -5.3775  0.343
34 C -10.1754 -3.5443 2.1445  0.376
35 C -5.7513 2.3561 1.4704  -0.785
36 H -8.2604 -2.7930 2.5955  0.257
37 H 2.9937 -1.7668 -0.7357  0.350
38 C -9.2387 -2.4397 2.2745  -0.828
39 H 3.3121 1.1241 -4.8897  0.124
40 C 1.1568 1.7794 -1.9375  -0.401
41 H -0.5131 3.3426 -7.2318  0.408
42 H 5.7712 -4.5876 6.6009  0.319
43 H -0.1630 -2.0866 0.2741  0.525
44 H -1.6559 -1.5028 -3.5849  0.349
45 H 3.0524 -0.7565 4.8967  0.261
46 H -4.2341 7.6151 0.6132  0.319
47 H 0.3101 3.2583 -5.6822  0.085
48 C 2.3042 -0.4714 -5.8243  0.460
49 C 10.9853 -0.0147 5.7943  0.406
50 C 6.3105 -2.5593 6.7988  0.424
51 C -1.0212 -1.1698 -2.7838  -0.698
52 C 7.4857 0.2750 4.6491  -0.647
53 C 0.4567 0.4570 -1.8632  0.910
54 C 1.3434 2.3392 -7.2707  0.294
55 C -3.4402 7.1066 0.0692  -0.878
56 H -13.2504 -6.5534 0.5668  0.252
57 N -2.4379 4.9430 -5.3517  -0.430
58 C 7.0321 0.5266 3.2887  0.317
59 H -12.3545 -6.6932 2.0708  0.228
60 C 0.1078 2.7089 -6.6008  -0.331
61 C 2.6024 0.0617 0.3150  1.158
62 N -0.9394 -1.8748 -1.6527  0.105
63 H 4.4054 0.5110 1.2984  0.312
64 N -3.8273 4.5344 0.0241  -0.399
65 H 6.3071 -3.8209 5.1121  0.222
66 H 2.9266 0.9770 2.2215  0.313
67 H -9.5879 -1.7139 3.0066  0.264
68 N 2.3288 2.0491 -7.7817  -0.476
69 N 1.3973 -1.1645 -5.9539  -0.428
70 C 3.3681 -0.7475 -0.6993  -1.242
71 C -2.7458 -0.8832 -5.9351  0.451
72 C -0.3176 0.0056 -2.9167  -0.447
73 C -13.2769 -6.9779 1.5687  -0.671
74 C 2.8070 -1.7747 4.5989  -0.859
75 C -6.6989 1.2599 1.3474  0.388
76 H -3.8086 -2.6474 -6.3683  0.298
77 H -0.9868 5.5295 -2.6064  0.324
78 H -6.0884 3.0845 2.2062  0.272
79 H -1.4732 -2.7310 -1.5843  0.315
80 C 0.5578 -0.3109 -0.6944  0.125
81 H 8.0809 -0.6311 4.7098  0.206
82 C 6.4768 -3.8681 6.1878  -0.815
83 H -3.4160 7.5068 -0.9434  0.296
84 H 4.4290 -0.7226 -0.4860  0.454
85 N -13.5449 -9.5647 1.4819  -0.354
86 H 3.7071 0.8934 -6.5907  0.457
87 H 3.4777 1.9147 0.8201  0.292
88 H -4.7112 -1.4501 -5.4370  0.290
89 C -3.6641 5.6699 0.0516  0.406
90 H -0.4741 1.8227 -6.3444  -0.007
91 N 6.1566 -1.5221 7.2649  -0.464
92 H 1.8066 -1.7707 4.1683  0.317
93 C -0.1808 -1.4821 -0.6163  -0.301
94 H -4.4267 -1.1988 -7.1572  0.354
95 H -2.4743 4.6836 -2.1874  -0.117
96 O 2.3709 1.8040 -2.5261  -0.313